[1]
{"formula": "C16H40O8", "method": "the ωB97M-V functional and the def2-TZVPD basis", "elements": ["H", "H", "C", "H", "C", "H", "H", "O", "H", "H", "O", "H", "H", "H", "C", "O", "H", "H", "C", "O", "C", "H", "H", "O", "C", "H", "C", "H", "H", "O", "H", "H", "H", "H", "H", "H", "H", "H", "C", "C", "H", "H", "H", "H", "H", "C", "H", "C", "H", "O", "O", "H", "C", "C", "H", "H", "H", "H", "H", "C", "H", "C", "C", "H"], "coordinates": [[-0.7944, 1.3625, 25.8318], [-1.4841, 0.2102, 24.6781], [-4.3884, 5.1599, 22.1986], [-9.9715, -1.2120, 20.1727], [-3.3394, 4.9948, 17.3473], [-5.5691, -0.3533, 18.3600], [-4.5885, -0.4374, 16.2387], [-7.5424, -2.3154, 21.0581], [-4.1873, -1.3581, 18.7022], [-4.5990, 6.2732, 19.0942], [-9.4514, 0.8457, 20.5634], [-4.1048, 6.1857, 22.4338], [-2.9010, -0.4685, 16.5046], [-3.3911, 0.9696, 23.4863], [-9.1243, -0.5334, 20.2720], [-3.3053, 4.2402, 22.5833], [-4.6302, -0.6963, 20.6425], [-0.3804, 1.2907, 24.0719], [-4.6099, 0.1948, 20.0151], [-3.8148, 0.6411, 17.8014], [-5.6403, 2.3780, 19.4138], [-6.6439, 7.5170, 17.1553], [-2.9538, 4.5354, 16.4372], [-2.1065, 2.2867, 24.4474], [-8.2367, -1.0710, 21.4052], [-8.6191, -0.7956, 19.3424], [-6.7642, -2.8204, 22.1127], [-7.4874, -0.3323, 21.6897], [-4.5556, 2.6571, 22.1382], [-4.3664, 5.9583, 17.1552], [-6.6588, 7.9228, 18.8671], [-4.4730, 5.2096, 21.1131], [-2.3255, 1.7938, 22.4217], [-3.6744, 1.0538, 15.8310], [-3.7046, 0.7427, 20.2766], [-7.0388, -2.5926, 23.1427], [-6.5277, -3.8844, 22.1003], [-10.2725, 2.5464, 19.6051], [-2.9191, 1.9387, 23.3243], [-3.9896, 8.6702, 17.0362], [-5.3966, 5.1453, 22.6127], [-6.2792, 3.1902, 19.7605], [-3.6141, 9.6920, 16.9811], [-2.6213, 5.4046, 18.0576], [-5.7996, -2.3133, 22.0895], [-1.1747, 1.2462, 24.8170], [-9.3604, 1.5712, 18.5311], [-5.2713, 6.2545, 18.2365], [-10.8339, 0.9146, 19.2433], [-5.6847, 1.1593, 20.2721], [-5.0574, 8.6743, 17.9866], [-3.1278, 8.0398, 17.2553], [-3.9150, 3.0334, 22.9357], [-3.7551, 0.2087, 16.5146], [-8.9373, -1.2069, 22.2291], [-4.6318, 2.7605, 19.5704], [-4.3787, 8.3868, 16.0582], [-5.8593, 2.1831, 18.3639], [-6.0760, 5.5380, 18.4020], [-4.5206, -0.3213, 18.6560], [-4.5193, 3.2667, 23.8123], [-9.9490, 1.5176, 19.4469], [-6.0129, 7.6421, 18.0352], [-3.7670, 4.2291, 17.9946]], "mulliken_charge": [0.263, 0.311, -0.614, 0.477, -0.214, 0.373, 0.345, -0.365, 0.512, 0.236, -0.328, 0.381, 0.314, 0.467, -0.660, -0.384, 0.232, 0.323, -0.053, -0.219, -0.925, 0.336, 0.284, -0.359, -0.223, 0.323, -0.716, 0.202, 0.202, -0.350, 0.354, 0.070, 0.345, 0.206, 0.175, 0.351, 0.311, 0.267, -0.767, -0.563, 0.356, 0.507, 0.262, 0.365, 0.171, -0.785, 0.291, -0.105, 0.368, -0.575, -0.396, 0.172, -0.076, -0.819, 0.373, 0.273, 0.285, 0.378, 0.234, -0.838, 0.320, -0.794, -0.657, -0.230], "e_above_lowest_ev": 6.428, "homo_lumo_gap_ev": 9.97, "energy_ev": -33612.65331, "total_charge": 0}

=====

[2]
{"formula": "C16H40O8", "method": "the ωB97M-V functional and the def2-TZVPD basis", "elements": ["H", "C", "H", "C", "O", "H", "O", "O", "H", "H", "H", "H", "C", "H", "C", "C", "H", "H", "H", "H", "H", "H", "H", "C", "H", "C", "H", "H", "H", "C", "H", "H", "O", "H", "C", "C", "C", "H", "C", "H", "H", "O", "O", "O", "C", "C", "H", "H", "H", "H", "C", "H", "H", "O", "H", "H", "C", "H", "H", "H", "H", "H", "H", "H"], "coordinates": [[-4.4912, -3.3662, 0.0218], [-0.5127, 0.2728, -4.6020], [-6.8445, -1.7333, 3.2512], [-3.5518, -1.1696, -1.1837], [2.0751, -2.3531, -2.1379], [1.8608, 1.7591, 0.2489], [-0.5605, -0.4620, -3.3213], [2.2586, -0.2161, 0.9347], [-3.5442, -3.8460, 2.4733], [2.3988, -2.0631, -4.1004], [3.8016, -0.7851, 2.1883], [-3.6135, -0.1164, -1.4575], [1.5835, -2.3902, -3.4550], [0.1917, 2.0306, 0.4771], [-6.1029, -1.7625, 2.4529], [-3.8166, -2.7354, 0.6005], [1.4921, 1.1532, -0.2174], [-3.3985, -2.1505, 2.5632], [0.1509, 2.6517, 1.5611], [2.8280, 0.4921, 2.9191], [-6.6823, -1.7348, 1.5300], [0.7734, -1.6701, -3.5701], [4.4876, 0.5820, 1.6985], [4.4349, 1.4472, 1.0376], [1.9139, 1.1376, 1.9375], [-0.9577, 0.7070, -1.2701], [2.2132, -1.1161, 2.7866], [1.6226, -2.1308, 0.4134], [1.3828, -0.5955, -1.7255], [2.3131, -1.3572, 0.0775], [1.4068, 2.8892, -0.4831], [1.1948, -3.3750, -3.7143], [0.0019, 1.6631, -1.5527], [2.6321, 4.6737, 2.7225], [1.1369, 3.1081, 1.6480], [2.3674, 4.0286, 3.5603], [0.8101, 1.9793, -0.4190], [-0.2843, 1.3260, -4.4386], [2.7965, -0.3679, 2.2501], [-1.6124, 0.9868, -0.4448], [0.2705, -0.1150, -5.2534], [-5.3576, -2.9711, 2.6556], [-3.9158, -1.4007, 0.2022], [1.2719, 3.2731, 3.1085], [2.0671, 2.0018, 1.2913], [-4.0121, -2.9303, 2.1120], [-4.3601, -1.6055, -1.7708], [3.2956, -1.8127, 0.2015], [3.2014, 3.3750, 3.8160], [-2.5517, -1.4613, -1.5044], [2.2912, -1.1457, -1.4804], [-0.3397, -0.1117, -0.9016], [4.3563, 1.1329, -0.0031], [3.4297, 2.4586, 1.2992], [-2.3233, 0.6130, -3.0665], [1.3374, 4.0505, 1.1383], [-1.6594, -0.0015, -2.4585], [-2.2295, -0.8441, -2.0673], [3.2329, -0.7086, -1.8125], [5.4114, 1.9273, 1.1009], [2.1444, 4.6140, 4.4523], [-5.4739, -0.8831, 2.5911], [-1.4230, 0.1971, -5.1968], [-2.8195, -3.0432, 0.2857]], "mulliken_charge": [0.330, -0.927, 0.259, -1.154, -0.384, -0.270, -0.650, -0.313, 0.386, 0.331, 0.445, 0.451, -0.018, 0.242, -0.599, -0.345, 0.493, 0.365, 0.388, 0.514, 0.222, -0.085, 0.197, -0.662, 0.840, -0.107, 0.373, 0.301, -0.461, -0.712, 0.334, 0.284, -0.478, 0.283, -0.261, -0.607, -0.779, 0.277, -1.562, 0.447, 0.388, -0.396, -0.362, -0.527, 0.172, -0.726, 0.417, 0.383, 0.161, 0.353, 0.503, 0.276, 0.219, -0.446, 0.643, 0.432, -1.410, 0.545, 0.296, 0.400, 0.267, 0.275, 0.329, 0.423], "e_above_lowest_ev": 16.089, "homo_lumo_gap_ev": 8.30, "energy_ev": -33602.99137, "total_charge": 0}

=====

[3]
{"formula": "C16H42NO16PS5", "method": "the ωB97M-V functional and the def2-TZVPD basis", "elements": ["H", "H", "O", "C", "C", "C", "H", "H", "H", "S", "H", "O", "H", "H", "S", "H", "C", "C", "H", "H", "H", "O", "O", "S", "C", "O", "H", "H", "H", "H", "C", "C", "C", "S", "C", "H", "H", "P", "C", "N", "H", "H", "O", "H", "O", "O", "H", "H", "H", "O", "H", "C", "O", "H", "C", "O", "C", "O", "H", "C", "H", "H", "H", "O", "H", "H", "S", "H", "H", "H", "O", "H", "C", "H", "H", "O", "H", "O", "H", "H", "H"], "coordinates": [[-1.1228, 4.9352, -4.0217], [5.2274, -1.6127, 0.6308], [-5.6945, -0.5542, 0.2205], [6.1823, -2.5047, 2.3578], [-1.7327, 5.8117, -4.2375], [3.0007, 0.2836, 4.5338], [2.9683, 0.4260, -2.0978], [-1.9645, 0.0086, -2.6821], [5.6703, -0.3592, 7.5211], [-7.0787, -0.6865, 0.5571], [-3.3784, 3.3901, -8.4747], [6.2683, -3.3120, 0.0205], [-5.4237, -2.1376, 2.2332], [0.1101, 0.6862, -2.9017], [-3.0710, 1.8344, 0.2658], [5.7297, -4.5046, -2.3823], [0.7781, 0.9081, 0.1087], [5.6025, -5.1707, -1.5336], [-9.0084, -1.3591, -0.5994], [2.9836, 2.4781, -0.7975], [4.8643, -5.9370, -1.7592], [-7.2899, -2.0744, 1.3061], [3.4328, 2.1789, 0.0096], [4.9954, -4.2427, -0.1643], [5.0578, -1.2549, 7.4676], [-7.7585, 0.3435, 1.2750], [5.6606, -2.1397, 7.6600], [-1.7829, 4.1698, -8.7158], [-7.9955, -1.7533, 3.8631], [2.1648, -1.6151, 3.9258], [-6.4701, -2.3488, 2.4600], [-0.2713, 1.0286, -1.9483], [-2.3186, 3.3533, -8.2390], [4.4087, -1.4067, 5.8373], [1.8406, -0.5896, 4.1008], [-7.5042, -1.8848, -1.4197], [-2.0008, 6.2798, -3.2902], [3.3339, 0.5560, 0.1848], [6.1390, -2.1578, 0.8822], [3.4868, -0.0839, -1.3851], [1.4005, -0.2161, 3.1784], [-0.0285, 2.0818, -1.9001], [-2.6859, 4.9648, -6.3387], [-3.2840, -0.2042, -0.9016], [3.5649, -2.5567, 5.7810], [3.8923, -3.4345, -0.5919], [-6.7820, -0.5171, 3.5698], [6.9791, -1.5109, 0.6353], [-1.8947, 2.3987, -8.5420], [-0.7208, 3.4891, -6.1897], [-1.7834, -0.2326, -0.0478], [-6.9321, -1.5895, 3.6882], [5.4588, -1.2174, 4.8820], [3.8064, 0.2633, 3.7975], [-2.9828, 5.4361, -5.0089], [4.8744, -5.1101, 0.9626], [-8.0011, -1.0754, -0.8922], [0.3376, 1.9117, 0.4918], [3.2287, -1.0653, -1.3985], [-1.7906, 0.8216, -1.9805], [-4.3662, 1.7896, -0.0917], [1.0732, -0.6189, 4.8752], [5.3094, -3.0829, 2.6586], [-3.0092, 2.5784, -5.8424], [-6.3727, -1.9156, 4.5652], [6.5459, -5.6305, -1.2520], [-2.1172, 3.4864, -6.4946], [2.6682, 1.3161, 4.6213], [-8.0280, -0.1799, -1.5091], [-3.5716, 4.6907, -4.4716], [1.7638, 0.2515, 0.7806], [7.0655, -3.1035, 2.5868], [-2.4196, 0.3943, -0.6529], [-2.2879, 1.6749, -2.4089], [6.2043, -1.5993, 2.9460], [0.3947, 0.2382, -0.9573], [-6.5533, -3.4198, 2.6345], [3.5072, -0.1000, 5.8310], [-3.6135, 6.3133, -5.1396], [-1.1185, 6.5028, -4.8149], [4.2296, -1.2056, 8.1695]], "mulliken_charge": [0.182, -0.167, -0.486, -0.952, -0.880, -0.332, 0.305, 0.319, 0.323, 1.138, 0.317, -0.297, 0.283, 0.393, -0.211, 0.304, 0.573, -0.981, 0.355, 0.329, 0.376, -0.297, -0.490, 1.210, -1.071, -0.610, 0.380, 0.322, 0.268, 0.274, -0.292, -0.616, -0.998, 1.313, -0.712, 0.317, 0.389, 0.093, 0.156, -0.510, 0.094, 0.425, -0.269, 0.374, -0.647, -0.587, 0.300, 0.313, 0.374, -0.609, 0.312, -0.992, -0.603, 0.294, -0.346, -0.615, -0.997, -0.463, 0.272, -0.528, 0.099, 0.326, 0.247, -0.642, 0.386, 0.334, 1.284, 0.291, 0.370, 0.331, -0.152, 0.280, -0.629, 0.316, 0.446, -0.253, 0.274, -0.320, 0.266, 0.281, 0.344], "e_above_lowest_ev": 0.000, "homo_lumo_gap_ev": 8.90, "energy_ev": -114987.80587, "total_charge": 0}

=====

[4]
{"formula": "C16H42O8Si2", "method": "the ωB97M-V functional and the def2-TZVPD basis", "elements": ["H", "O", "C", "H", "C", "H", "H", "H", "H", "C", "H", "H", "O", "C", "H", "H", "H", "O", "H", "O", "H", "H", "H", "H", "C", "H", "O", "C", "H", "H", "H", "C", "C", "C", "H", "H", "C", "H", "O", "H", "Si", "H", "H", "H", "H", "Si", "C", "O", "C", "C", "H", "H", "H", "C", "H", "H", "C", "H", "H", "H", "H", "H", "C", "H", "H", "H", "O", "H"], "coordinates": [[-0.7453, 7.0378, -3.2651], [-1.2456, 5.0807, -2.7881], [2.1187, 2.5424, -2.0588], [1.7358, 1.5280, -2.1687], [0.3541, -4.7165, 1.6642], [-4.6882, 5.0588, -4.6135], [-1.5685, 5.2828, -0.7596], [3.3807, -5.4491, 4.7924], [-3.1111, -8.1520, 3.2019], [0.5235, -7.1156, 1.6063], [4.5847, 0.8763, 3.2971], [-3.2124, -6.5059, 3.8628], [2.9684, 3.3790, 0.0079], [-2.1056, 5.3997, -1.7122], [4.3674, 4.4426, 1.0635], [1.4556, -0.4244, -0.4351], [-4.3763, 0.3576, -4.5214], [-1.4490, -6.9254, 2.9713], [-3.8009, 4.6005, -0.7358], [-3.5583, 2.0803, -3.6944], [-2.9985, 3.4509, -1.8244], [0.3373, 5.7513, -3.8487], [-0.7735, -8.7098, 2.1807], [3.9576, -5.1514, 3.1357], [-0.2783, 6.0785, -3.0133], [0.3629, 6.2182, -2.1343], [2.9267, 0.3987, 1.4547], [3.2630, 3.1115, 2.3710], [0.0414, -3.9487, 0.9531], [0.7781, -0.9618, 1.8036], [4.1905, 3.0325, -1.6091], [-3.3112, 4.4914, -1.7057], [-4.4910, 2.9889, -4.2460], [-0.8559, -7.6471, 1.9098], [-2.4404, 6.4425, -1.7912], [1.0123, -7.8334, 0.9438], [3.3157, 2.5891, -1.1187], [2.4528, -4.3154, 1.5955], [0.5139, -5.8931, 0.8926], [3.5985, 1.5853, -0.7821], [3.2611, 1.3033, 2.7980], [1.3199, 3.1547, -1.6399], [2.2297, 1.0388, 3.8343], [-4.9629, 0.7804, -2.8944], [-0.4309, -4.8375, 2.4150], [1.3918, 0.0766, 0.9518], [3.9357, 3.4375, 1.0331], [-4.2965, 4.8431, -2.6601], [3.2453, -4.8331, 3.9059], [1.6283, -4.2390, 2.3166], [2.3568, 2.9235, -3.0503], [-5.4835, 2.8264, -3.8064], [-3.0204, 4.5547, -4.2759], [-2.8439, -7.1022, 3.0308], [2.2291, 3.4635, 2.3055], [4.7510, 2.7402, 0.8031], [-4.0656, 4.4139, -3.9894], [1.5074, -3.1818, 2.5927], [-4.5669, 2.8329, -5.3319], [-1.4757, -7.5708, 1.0072], [-3.3094, 0.1615, -3.1143], [-3.3275, -6.7653, 2.1064], [-4.0867, 0.7835, -3.5532], [0.5576, 1.2984, 0.9861], [3.7456, 3.6639, 3.1841], [1.1093, -7.0340, 2.5253], [1.9162, -5.0008, 3.4739], [3.4557, -3.7879, 4.1643]], "mulliken_charge": [0.346, -0.234, -1.054, 0.252, -0.422, 0.375, 0.406, 0.237, 0.307, -0.416, -0.172, 0.234, -0.316, -0.521, 0.348, -0.196, 0.311, -0.261, 0.389, -0.215, 0.273, 0.240, 0.402, 0.323, -0.843, 0.313, -0.227, -0.676, 0.319, -0.243, 0.324, -0.489, -0.610, -0.557, 0.331, 0.368, -0.155, 0.316, -0.444, 0.287, 0.366, 0.194, -0.171, 0.318, 0.278, 0.739, -0.581, -0.438, -0.736, -0.407, 0.358, 0.350, 0.213, -0.764, 0.331, 0.362, -0.358, 0.351, 0.397, 0.336, 0.225, 0.319, -0.776, -0.141, 0.388, 0.236, -0.306, 0.269], "homo_lumo_gap_ev": 9.96, "energy_ev": -49406.19070, "total_charge": 0}

=====

no.,LUMO (eV),HOMO (eV)
1,0.63,-9.34
2,0.58,-7.72
3,0.41,-8.50
4,0.68,-9.28